{"formula": "C6H13N2", "method": "ωB97M-V/def2-TZVPD", "species": ["C", "H", "H", "C", "N", "C", "H", "C", "C", "H", "H", "H", "H", "H", "H", "H", "H", "H", "C", "H", "N"], "positions_angstrom": [[-1.223, -0.538, 0.792], [-2.010, -0.183, 2.619], [0.865, 1.613, -1.497], [0.344, 1.463, 1.338], [-2.145, -0.615, 1.713], [0.272, 0.864, -1.809], [2.069, -0.729, 0.572], [0.259, -0.162, -0.672], [1.717, -0.805, -0.548], [0.789, 1.258, 2.263], [0.822, 0.253, -2.645], [-0.383, 2.243, 1.554], [1.616, -1.826, -0.896], [1.219, 1.795, 0.888], [-1.613, -0.967, -1.386], [-2.651, -1.463, 1.871], [-0.794, 1.258, -2.011], [2.490, -0.323, -1.175], [-0.791, -1.227, -0.879], [-0.547, -2.269, -0.679], [-0.305, 0.361, 0.586]], "forces_ev_per_angstrom": [[0.42, -0.85, -3.34], [0.17, 0.63, -0.13], [2.13, 2.89, 0.61], [-2.51, -0.18, 0.27], [-0.01, -0.22, 1.42], [-2.24, -3.61, -1.44], [-0.56, -0.53, -2.18], [2.14, 0.24, -1.41], [-0.37, 1.12, 2.02], [-0.01, -1.51, 1.84], [-1.51, 1.67, 0.94], [0.15, 0.25, -0.46], [0.35, -0.26, 0.33], [1.03, 0.85, -1.99], [-2.80, 0.52, -2.53], [-0.35, -0.55, -0.66], [1.77, -0.73, -0.19], [-0.59, 0.03, 0.37], [0.83, -0.07, 6.98], [-0.02, 0.14, -0.70], [1.97, 0.20, 0.23]], "relative_energy_kj_mol": 237.6, "total_energy_ev": -9404.405, "smiles": "CN1C(=[NH2+])CC1(C)C", "total_charge": 1, "homo_lumo_gap_ev": 11.54, "fmax_ha_per_bohr": 0.1367}


{"formula": "C11H16Cl3NOSTi", "method": "ωB97M-V/def2-TZVPD", "species": ["C", "H", "Cl", "C", "S", "H", "Ti", "C", "H", "C", "H", "H", "H", "C", "C", "N", "C", "H", "H", "C", "H", "H", "H", "C", "Cl", "C", "Cl", "H", "C", "H", "H", "H", "O", "H"], "positions_angstrom": [[-2.092, 2.146, -0.599], [-2.655, 1.705, -1.434], [1.680, -3.184, 0.947], [2.340, -0.233, -1.472], [-3.249, -6.342, 0.962], [1.990, -0.835, -2.319], [-0.461, -2.575, 0.920], [0.016, 0.875, -1.429], [3.214, 0.381, 1.109], [-2.320, -5.080, 0.907], [2.869, -0.919, -0.793], [2.690, 1.997, 1.669], [-2.709, 1.957, 0.299], [2.348, 0.947, 1.487], [0.021, 1.654, 0.729], [-1.496, -4.194, 1.036], [-0.405, 2.272, 2.000], [-2.029, 3.245, -0.733], [-0.914, -2.719, -1.627], [1.249, 0.475, -0.812], [-0.107, 1.466, -3.431], [0.067, 3.284, 2.049], [-1.432, 0.419, -2.935], [-0.751, 1.557, -0.466], [0.075, -1.555, 3.094], [-0.366, 0.609, -2.805], [-1.856, -0.972, 1.711], [-1.511, 2.399, 2.055], [1.245, 0.965, 0.500], [0.147, -0.254, -3.224], [-0.099, 1.671, 2.896], [2.041, 0.475, 2.454], [-0.605, -2.136, -0.881], [3.064, 0.504, -1.861]], "forces_ev_per_angstrom": [[-0.81, 0.23, -0.06], [0.08, 0.22, -0.04], [0.62, -0.58, -0.16], [0.96, -0.33, -0.40], [-1.07, -1.03, -0.30], [0.04, 0.01, 0.03], [-0.23, 3.19, -0.27], [0.80, -0.25, 1.84], [-0.13, 0.11, 0.14], [3.68, 3.30, 1.12], [-0.04, 0.17, -0.16], [-0.02, -0.60, 0.21], [0.18, 0.12, -0.20], [0.50, -0.03, 0.59], [0.03, -1.16, -1.32], [-3.04, -3.18, -0.67], [-0.03, 0.43, 0.69], [-0.33, -0.22, -0.09], [0.56, 0.94, 1.37], [-1.80, 0.81, 0.09], [-0.08, 0.14, -0.54], [-0.37, -0.28, 0.54], [-0.26, 0.03, 0.01], [1.32, 0.00, 0.83], [3.14, -1.55, 1.75], [-0.22, -0.05, -1.00], [-3.25, 0.26, -2.74], [0.64, -0.02, -0.02], [-0.93, 0.45, 0.16], [0.16, -0.21, -0.07], [-0.15, 0.50, -0.61], [0.27, 0.42, -0.53], [-0.50, -1.52, -0.02], [0.28, -0.32, -0.16]], "relative_energy_kj_mol": 275.6, "total_energy_ev": -86726.236, "total_charge": -2, "homo_lumo_gap_ev": 3.45, "fmax_ha_per_bohr": 0.0985}


{"formula": "C4H6N2O2", "method": "ωB97M-V/def2-TZVPD", "species": ["H", "H", "C", "H", "H", "C", "H", "C", "N", "O", "C", "O", "N", "H"], "positions_angstrom": [[1.932, 0.056, -0.760], [-2.744, 1.168, 0.147], [-2.141, 0.296, 0.033], [0.774, 1.834, 0.886], [-0.255, 2.277, -0.770], [-0.390, -0.896, 0.115], [2.053, -0.372, 0.918], [1.923, -0.755, -0.092], [-2.553, -0.823, -0.013], [-1.453, -1.671, -0.160], [-0.624, 0.409, 0.185], [0.623, -1.473, 0.169], [0.202, 1.512, -0.115], [2.652, -1.562, -0.543]], "forces_ev_per_angstrom": [[-0.91, 0.80, -0.96], [-0.82, 0.23, -0.11], [4.99, 7.71, 1.63], [-2.51, -0.18, -4.17], [1.37, -1.97, 2.58], [-6.35, 4.03, -1.62], [1.30, -0.12, -0.14], [0.37, -3.06, 0.85], [-3.62, -6.60, -1.51], [-0.45, 0.18, 1.64], [-4.71, 1.07, -1.39], [11.28, -6.02, -0.91], [1.51, 2.44, 2.47], [-1.45, 1.49, 1.64]], "relative_energy_kj_mol": 579.9, "total_energy_ev": -11315.032, "smiles": "COc1oncc1N", "homo_lumo_gap_ev": 8.50, "fmax_ha_per_bohr": 0.2492}


{"formula": "CH8NO2", "method": "ωB97M-V/def2-TZVPD", "species": ["C", "H", "H", "H", "H", "H", "O", "H", "H", "H", "N", "O"], "positions_angstrom": [[0.121, 1.400, -0.320], [-3.140, 0.329, 1.310], [1.391, -0.030, 0.127], [-0.032, 0.051, 1.126], [1.394, -2.528, -0.591], [-2.948, 0.753, -0.070], [2.021, -1.832, -0.639], [2.274, -1.911, -1.565], [-0.839, 1.847, -0.106], [0.539, 1.724, -1.266], [0.555, 0.469, 0.408], [-2.470, 0.299, 0.614]], "forces_ev_per_angstrom": [[-1.32, 0.51, -0.65], [0.27, -0.30, 0.33], [0.43, -0.62, 0.03], [-0.01, 0.33, 0.23], [-1.07, -1.20, 0.58], [-0.25, 0.24, -0.95], [0.56, 1.06, -0.45], [0.47, 0.30, -0.09], [-0.03, -0.04, 0.47], [0.89, -0.15, 0.33], [0.08, -0.18, -0.49], [-0.03, 0.04, 0.66]], "relative_energy_kj_mol": 65.4, "total_energy_ev": -6744.649, "total_charge": 1, "homo_lumo_gap_ev": 10.98, "fmax_ha_per_bohr": 0.0332}